Entry 1
DFT (ωB97M-V/def2-TZVPD) results for a cluster of 2 separate species, C4H12 in total.

The geometry in ORCA input format:
```
! wB97M-V def2-TZVPD RIJCOSX def2/J DEFGRID3
* xyz 0 1
C 1.023 -1.841 1.421
C 1.947 -1.118 0.443
H 0.588 -2.715 0.945
H 1.575 -2.178 2.296
H 0.190 -1.206 1.717
H 2.891 -1.610 0.366
H 1.505 -1.084 -0.551
H 2.063 -0.074 0.722
C -1.873 2.127 -1.055
C -1.084 0.828 -0.816
H -1.373 2.948 -0.534
H -1.897 2.427 -2.105
H -2.898 2.099 -0.686
H -1.544 -0.027 -1.306
H -1.096 0.640 0.256
H -0.064 1.045 -1.122
*
```

The calculation puts the frontier orbital gap at 12.951 eV. The SMILES is CC.CC. The LUMO energy comes out at 1.155 eV.

***

Entry 2
DFT (ωB97M-V/def2-TZVPD) results for a cluster of 2 separate species, C4H12 in total.

The geometry in ORCA input format:
```
! wB97M-V def2-TZVPD RIJCOSX def2/J DEFGRID3
* xyz 0 1
C -0.623 1.245 -0.364
C -1.113 2.153 -1.509
H -0.286 0.273 -0.667
H 0.195 1.692 0.095
H -1.359 1.090 0.422
H -1.507 3.058 -1.044
H -1.793 1.656 -2.136
H -0.332 2.445 -2.193
C 1.385 -1.139 0.872
C 0.366 -2.269 1.025
H 2.461 -1.359 1.108
H 1.410 -0.872 -0.229
H 0.882 -0.263 1.413
H -0.015 -2.374 -0.012
H -0.470 -2.091 1.667
H 0.731 -3.196 1.436
*
```

The calculation puts the frontier orbital gap at 12.440 eV. The SMILES is CC.CC. The LUMO energy comes out at 1.119 eV.

***

Most stable: entry 1 (next structure +0.630 eV)

***

Entry 1
DFT (ωB97M-V/def2-TZVPD) results for a cluster of 2 separate species, C4H12 in total.

The geometry in ORCA input format:
```
! wB97M-V def2-TZVPD RIJCOSX def2/J DEFGRID3
* xyz 0 1
C -0.456 1.948 -0.550
C -0.445 1.114 -1.846
H -0.356 3.008 -0.764
H -1.425 1.883 -0.043
H 0.314 1.620 0.145
H -0.187 0.092 -1.609
H -1.394 1.237 -2.367
H 0.361 1.491 -2.479
C 0.125 -1.541 0.477
C 0.751 -1.530 1.887
H 0.802 -1.248 -0.329
H -0.068 -2.584 0.245
H -0.730 -0.881 0.521
H 1.240 -0.575 2.095
H 1.496 -2.313 1.992
H -0.026 -1.720 2.623
*
```

The calculation puts the frontier orbital gap at 12.848 eV. The SMILES is CC.CC. The LUMO energy comes out at 1.168 eV.

***

Entry 2
DFT (ωB97M-V/def2-TZVPD) results for a cluster of 2 separate species, C4H12 in total.

The geometry in ORCA input format:
```
! wB97M-V def2-TZVPD RIJCOSX def2/J DEFGRID3
* xyz 0 1
C -1.770 -0.397 -0.487
C -1.161 0.373 -1.677
H -2.857 -0.440 -0.415
H -1.490 -1.431 -0.309
H -1.370 0.013 0.446
H -0.781 -0.344 -2.417
H -2.007 0.677 -2.320
H -0.496 1.163 -1.352
C 1.383 0.794 1.201
C 1.562 -0.726 0.897
H 0.357 1.137 1.095
H 1.616 0.922 2.268
H 2.041 1.320 0.511
H 1.501 -0.899 -0.180
H 0.879 -1.242 1.557
H 2.595 -0.920 1.182
*
```

The calculation puts the frontier orbital gap at 12.515 eV. The SMILES is CC.CC. The LUMO energy comes out at 1.190 eV.

***

Most stable: entry 1 (next structure +0.435 eV)

***

Entry 1
DFT (ωB97M-V/def2-TZVPD) results for a cluster of 2 separate species, C4H12 in total.

The geometry in ORCA input format:
```
! wB97M-V def2-TZVPD RIJCOSX def2/J DEFGRID3
* xyz 0 1
C 1.659 0.479 0.035
C 2.814 0.335 1.047
H 0.711 0.381 0.561
H 1.701 1.432 -0.480
H 1.686 -0.337 -0.696
H 2.536 0.861 1.963
H 3.705 0.878 0.690
H 3.158 -0.680 1.252
C -2.174 0.272 -0.839
C -2.377 -1.123 -0.245
H -2.400 0.371 -1.894
H -2.726 1.014 -0.261
H -1.130 0.594 -0.788
H -1.508 -1.764 -0.425
H -3.177 -1.677 -0.749
H -2.477 -1.036 0.829
*
```

The calculation puts the frontier orbital gap at 12.663 eV. The SMILES is CC.CC. The LUMO energy comes out at 1.115 eV.

***

Entry 2
DFT (ωB97M-V/def2-TZVPD) results for a cluster of 2 separate species, C4H12 in total.

The geometry in ORCA input format:
```
! wB97M-V def2-TZVPD RIJCOSX def2/J DEFGRID3
* xyz 0 1
C -1.434 1.498 0.591
C -2.597 1.118 -0.385
H -1.567 0.969 1.568
H -0.548 1.017 0.024
H -1.601 2.627 0.569
H -2.175 1.369 -1.404
H -2.813 0.065 -0.284
H -3.412 1.802 -0.216
C 2.673 -1.693 -0.185
C 1.344 -0.914 0.046
H 3.535 -1.424 0.400
H 2.702 -2.730 -0.044
H 2.974 -1.486 -1.174
H 0.876 -0.537 -0.839
H 1.527 0.034 0.608
H 0.589 -1.757 0.390
*
```

The calculation puts the frontier orbital gap at 12.396 eV. The SMILES is CC.CC. The LUMO energy comes out at 1.094 eV.

***

Entry 3
DFT (ωB97M-V/def2-TZVPD) results for a cluster of 2 separate species, C4H12 in total.

The geometry in ORCA input format:
```
! wB97M-V def2-TZVPD RIJCOSX def2/J DEFGRID3
* xyz 0 1
C 0.164 0.639 -2.333
C -0.363 -0.792 -2.068
H 0.863 0.972 -1.581
H 0.479 0.688 -3.379
H -0.611 1.409 -2.458
H 0.385 -1.540 -2.298
H -1.428 -0.855 -2.260
H -0.385 -0.856 -0.963
C 0.303 -0.664 2.307
C -0.098 0.791 2.077
H 1.331 -0.725 1.981
H 0.098 -0.892 3.350
H -0.314 -1.350 1.728
H -1.185 0.919 2.150
H 0.218 1.225 1.130
H 0.255 1.420 2.895
*
```

The calculation puts the frontier orbital gap at 12.512 eV. The SMILES is CC.CC. The LUMO energy comes out at 1.113 eV.

***

Entry 4
DFT (ωB97M-V/def2-TZVPD) results for a cluster of 2 separate species, C4H12 in total.

The geometry in ORCA input format:
```
! wB97M-V def2-TZVPD RIJCOSX def2/J DEFGRID3
* xyz 0 1
C -0.047 -1.291 2.315
C -1.034 -1.852 1.255
H 0.434 -2.194 2.779
H 0.803 -0.828 1.827
H -0.573 -0.837 3.129
H -1.818 -1.110 1.082
H -1.479 -2.834 1.556
H -0.511 -2.132 0.313
C 0.866 2.318 -1.773
C 0.180 0.971 -1.783
H 1.271 2.641 -0.826
H 1.627 2.315 -2.542
H 0.181 3.137 -2.063
H -0.887 0.862 -1.648
H 0.343 0.387 -2.696
H 0.642 0.446 -0.925
*
```

The calculation puts the frontier orbital gap at 12.611 eV. The SMILES is CC.CC. The LUMO energy comes out at 1.110 eV.

***

Most stable: entry 1 (next structure +0.342 eV)